5
Properties=species:S:1:pos:R:3:forces:R:3 method="wB97M-V/def2-TZVPD" e_homo_ev=-10.761 spin_multiplicity=1 max_force_ev_per_a=1.7 total_charge=0 smiles="O=PBr.Cl" lumo_energy_ev=-1.65 de_lowest_kcal_mol=26.2 energy_ev=-93918.0043
O -0.1283 0.3591 -0.8257 -0.2 1.1 0.0
P 0.4275 1.0724 0.3239 -1.1 0.4 0.3
Br -1.3434 2.1004 1.4869 0.9 -0.5 -0.6
Cl 0.8533 -2.0434 0.0227 -0.5 -0.3 -1.0
H 0.1910 -1.4885 -1.0077 0.8 -0.7 1.3